1.
{
  "formula": "C11H13NS",
  "method": "ωB97M-V/def2-TZVPD",
  "e_homo_ev": [-7.6, -7.6],
  "relative_energy_ev": 4.371,
  "symbols": ["S", "N", "C", "C", "C", "C", "C", "C", "C", "C", "C", "C", "C", "H", "H", "H", "H", "H", "H", "H", "H", "H", "H", "H", "H", "H"],
  "positions_angstrom": [[1.909, 1.811, 0.099], [0.057, 0.528, -1.493], [-3.239, -0.474, -0.473], [-1.201, 1.156, 0.612], [1.323, -0.771, -0.121], [1.005, -2.187, -0.375], [-2.346, 0.929, 1.344], [-2.098, -0.286, -1.191], [2.223, 0.104, 0.273], [3.180, -0.113, 1.304], [0.949, 1.628, -1.478], [-3.321, 0.089, 0.817], [-1.065, 0.518, -0.644], [-4.060, -1.040, -0.830], [1.059, -2.783, 0.554], [-0.380, 1.575, 1.046], [1.720, 1.242, -2.331], [0.619, 2.602, -1.615], [-2.534, 1.274, 2.392], [4.153, -0.244, 0.762], [3.149, -0.981, 1.909], [-4.275, 0.035, 1.418], [0.011, -2.101, -0.767], [3.215, 0.856, 1.825], [1.961, -2.492, -0.968], [-2.015, -0.875, -2.067]]
}

2.
{
  "formula": "C31H86F6N5O16RbS2",
  "method": "ωB97M-V/def2-TZVPD",
  "e_homo_ev": -8.8,
  "symbols": ["Rb", "S", "S", "F", "F", "F", "F", "F", "F", "O", "O", "O", "O", "O", "O", "O", "O", "O", "O", "O", "O", "O", "O", "O", "O", "N", "N", "N", "N", "N", "C", "C", "C", "C", "C", "C", "C", "C", "C", "C", "C", "C", "C", "C", "C", "C", "C", "C", "C", "C", "C", "C", "C", "C", "C", "C", "C", "C", "C", "C", "C", "H", "H", "H", "H", "H", "H", "H", "H", "H", "H", "H", "H", "H", "H", "H", "H", "H", "H", "H", "H", "H", "H", "H", "H", "H", "H", "H", "H", "H", "H", "H", "H", "H", "H", "H", "H", "H", "H", "H", "H", "H", "H", "H", "H", "H", "H", "H", "H", "H", "H", "H", "H", "H", "H", "H", "H", "H", "H", "H", "H", "H", "H", "H", "H", "H", "H", "H", "H", "H", "H", "H", "H", "H", "H", "H", "H", "H", "H", "H", "H", "H", "H", "H", "H", "H", "H"],
  "positions_angstrom": [[-3.841, 2.708, -5.585], [-0.860, 1.438, -0.405], [0.002, 3.620, -1.246], [-1.320, 6.066, -1.031], [-3.017, 0.458, 0.866], [-3.240, 0.400, -1.312], [0.791, 6.082, -0.232], [-2.031, -1.078, -0.275], [-0.671, 5.140, 0.847], [-1.435, -7.526, -1.878], [3.415, -6.424, -3.678], [6.329, 3.557, -6.175], [8.064, 7.186, 4.723], [8.636, 0.828, -1.199], [1.218, 10.240, -6.101], [-7.214, -8.060, 3.026], [10.246, 8.182, -1.816], [0.018, 3.886, -2.680], [1.281, 3.194, -0.608], [-0.358, 1.439, 1.016], [-5.509, 5.476, -0.073], [-5.978, -0.697, 7.429], [1.048, -5.570, 2.969], [-9.726, -1.682, -2.928], [0.104, 0.756, -1.325], [-10.710, -7.855, 4.189], [1.671, -4.089, -4.544], [-8.039, -3.172, -4.607], [10.776, 7.490, 5.708], [-1.508, 2.701, -1.016], [-5.875, -7.687, 3.354], [-2.146, -7.378, -3.051], [-0.369, 5.388, -0.418], [3.463, -3.056, -5.595], [7.911, 8.745, -1.670], [-4.788, -1.421, 7.646], [-2.388, 0.256, -0.333], [-4.397, -1.350, 9.142], [7.154, 0.149, 0.690], [2.985, -4.436, -5.061], [2.395, 9.919, -5.353], [-6.681, 6.881, 1.542], [-9.370, -2.749, -5.049], [-10.051, -1.807, -1.470], [8.566, 0.156, 0.093], [9.074, 6.175, 4.796], [3.045, -4.848, 4.153], [4.405, -7.120, -2.915], [11.456, 5.404, 5.015], [-10.014, -7.731, 1.929], [-9.643, -8.213, 3.357], [10.563, 6.535, 4.726], [-8.284, -7.543, 3.804], [-5.797, 5.649, 1.266], [5.340, 4.289, -5.445], [-9.867, -3.740, -6.118], [8.936, 7.844, -2.323], [6.767, 6.750, 4.310], [2.434, -5.311, 2.827], [-10.295, -2.679, -3.773], [3.880, -5.087, -3.943], [-9.315, -8.009, 1.140], [2.844, -6.277, 2.533], [7.379, -0.212, 1.693], [10.790, 6.911, 3.728], [-0.509, -7.665, -2.090], [3.533, -2.236, -4.881], [-9.657, -9.301, 3.422], [-7.221, -2.875, -5.119], [2.804, -2.844, -6.437], [8.935, 5.331, 4.121], [11.293, 4.553, 4.353], [8.114, 9.795, -1.880], [-8.287, -6.453, 3.796], [-5.212, -7.933, 2.524], [1.567, -3.206, -4.064], [4.352, 4.227, -5.901], [-7.071, 6.884, 2.560], [6.894, 8.455, -1.933], [11.372, 4.908, 5.981], [10.519, 6.993, 6.548], [2.525, 10.553, -4.476], [4.935, -5.037, -4.211], [9.966, 8.089, 5.776], [-6.250, 4.719, 1.609], [-1.625, -7.728, -3.942], [2.560, -4.620, 1.993], [-9.525, -1.097, -0.831], [8.259, 1.707, -1.108], [-4.087, -0.351, 9.447], [3.955, -4.249, 4.172], [-6.009, -0.733, 6.470], [3.868, -4.448, -3.060], [6.479, -0.574, 0.232], [6.362, 6.051, 5.041], [5.306, 3.694, -4.532], [-10.792, -8.443, 1.652], [-5.077, -2.462, 7.498], [2.345, 8.872, -5.056], [5.624, 5.332, -5.307], [-7.636, 6.998, 1.029], [-7.912, -2.726, -3.710], [-11.583, -8.106, 3.746], [2.329, -4.212, 4.674], [-9.536, -3.599, -7.147], [-5.748, -6.606, 3.294], [3.134, -5.640, 4.897], [8.876, 7.835, -3.411], [-4.798, 4.841, -0.183], [-10.943, -3.687, -6.281], [4.428, -3.185, -6.085], [-10.445, -6.730, 1.930], [-5.240, -1.686, 9.746], [8.842, 5.769, 5.780], [4.130, -8.087, -2.493], [-11.104, -1.631, -1.251], [8.036, 8.513, -0.612], [-3.676, -2.150, 9.311], [6.378, 2.767, -5.632], [12.515, 5.580, 4.825], [2.852, -5.244, -5.781], [-10.357, -3.668, -3.319], [6.772, 1.143, 0.924], [-6.123, 7.815, 1.477], [3.260, 9.940, -6.016], [-8.130, -7.824, 4.845], [6.078, 7.591, 4.392], [1.511, -4.824, -3.870], [-4.881, 5.736, 1.850], [-9.285, -1.718, -5.390], [-9.619, -4.759, -5.819], [8.823, -0.896, -0.027], [5.359, -7.237, -3.429], [-5.545, -7.990, 4.348], [-3.985, -1.195, 6.944], [-3.058, -7.974, -3.090], [8.695, 6.828, -2.010], [-10.750, -8.305, 5.092], [10.696, 8.624, -2.540], [0.676, -5.904, 2.149], [6.689, 6.182, 3.383], [-11.281, -2.278, -4.006], [4.662, -6.463, -2.084], [-2.448, -6.331, -3.025], [-9.522, -2.682, -1.092], [9.272, 0.598, 0.796], [1.096, 9.577, -6.785]]
}

3.
{
  "formula": "C9H53INO19",
  "method": "ωB97M-V/def2-TZVPD",
  "total_charge": 1,
  "e_homo_ev": -12.8,
  "symbols": ["I", "O", "O", "O", "O", "O", "O", "O", "O", "O", "O", "O", "O", "O", "O", "O", "O", "O", "O", "O", "N", "C", "C", "C", "C", "C", "C", "C", "C", "C", "H", "H", "H", "H", "H", "H", "H", "H", "H", "H", "H", "H", "H", "H", "H", "H", "H", "H", "H", "H", "H", "H", "H", "H", "H", "H", "H", "H", "H", "H", "H", "H", "H", "H", "H", "H", "H", "H", "H", "H", "H", "H", "H", "H", "H", "H", "H", "H", "H", "H", "H", "H", "H"],
  "positions_angstrom": [[-3.574, -0.081, 1.815], [-3.594, -3.347, -0.641], [-4.517, -0.631, -1.883], [3.367, -3.954, 1.594], [1.201, 3.866, -6.664], [0.584, 1.464, -4.933], [2.862, 3.679, 3.102], [0.734, -4.345, -0.808], [-9.073, 2.109, 5.368], [-4.194, -4.153, -3.622], [0.566, 3.543, 1.370], [4.339, 1.669, -3.301], [5.167, 4.484, -4.102], [-3.214, 0.613, 5.364], [1.083, -2.586, 3.429], [-0.362, -6.991, -1.010], [-2.650, -7.637, -3.107], [4.138, 6.782, 3.148], [-0.350, 2.950, 2.080], [-6.439, 0.459, 3.596], [0.421, -1.395, -0.153], [-0.785, -1.593, 0.788], [2.912, 1.019, 0.463], [-1.809, -0.309, 0.542], [1.865, 0.838, -0.800], [-0.636, 0.883, 0.563], [1.675, 2.245, -1.684], [4.498, 0.934, 0.050], [-0.181, 1.460, 2.025], [0.441, 0.126, -0.412], [5.856, 4.774, -3.486], [-3.393, -4.006, -4.148], [-1.280, -2.584, 0.354], [2.659, 2.024, 1.017], [4.883, 1.976, -0.336], [-1.202, -6.937, -1.489], [-2.636, 0.750, 4.599], [2.720, 0.144, 1.250], [1.358, -1.715, 0.177], [3.298, 6.836, 2.669], [2.697, 3.163, 3.905], [-5.638, 0.606, 3.071], [-5.318, -1.088, -1.585], [-8.562, 1.974, 6.180], [-0.155, -6.068, -0.797], [-1.027, 1.852, -0.012], [-4.186, -0.194, -1.085], [4.734, 0.045, -0.675], [-2.722, -8.590, -3.270], [-2.793, -3.200, -1.167], [-0.313, 1.796, -5.083], [-3.547, -7.305, -3.258], [-6.277, 0.955, 4.413], [-0.131, 0.154, -1.460], [2.558, -3.550, 1.942], [-3.432, -2.851, 0.175], [-8.582, 1.612, 4.697], [4.345, 7.705, 3.361], [3.522, 4.333, 3.376], [2.410, 0.093, -1.557], [0.296, 4.190, -6.544], [-0.924, 1.052, 2.866], [1.160, 1.890, -2.701], [1.422, 3.664, 1.889], [-2.140, -0.350, -0.595], [4.056, -3.664, 2.210], [0.860, -3.480, -0.390], [-0.350, -1.748, 1.864], [1.415, -2.148, 4.228], [0.892, 1.154, 2.377], [2.699, 2.736, -1.979], [1.187, -4.961, -0.212], [4.726, 2.468, -3.687], [-4.032, -3.657, -2.806], [4.358, 4.888, -3.754], [0.205, -1.778, -1.110], [-3.070, -0.315, 5.603], [5.105, 0.725, 1.055], [0.282, -3.042, 3.728], [4.814, 0.945, -3.736], [0.921, 2.963, -1.149], [0.512, 0.512, -5.096], [1.283, 3.153, -6.013]]
}

4.
{
  "formula": "C7H12",
  "method": "ωB97M-V/def2-TZVPD",
  "e_homo_ev": -9.8,
  "relative_energy_ev": 1.381,
  "smiles": "CC1CC2(CC2)C1",
  "symbols": ["C", "C", "C", "C", "C", "C", "C", "H", "H", "H", "H", "H", "H", "H", "H", "H", "H", "H", "H"],
  "positions_angstrom": [[-2.277, 0.171, 0.386], [2.553, 0.137, -0.072], [0.129, 1.028, -0.414], [0.231, -0.898, 0.622], [1.169, 0.355, 0.510], [-0.874, -0.091, -0.068], [-2.034, -0.672, -0.834], [-2.593, 1.205, 0.272], [3.147, -0.467, 0.621], [-0.003, -1.272, 1.623], [0.554, -1.770, 0.023], [1.282, 0.923, 1.447], [-2.195, -1.736, -0.629], [0.441, 0.988, -1.460], [-0.084, 2.078, -0.155], [2.469, -0.398, -1.023], [-2.703, -0.331, 1.248], [3.095, 1.074, -0.268], [-2.309, -0.324, -1.831]]
}

5.
{
  "formula": "C7H3BrClN2O",
  "method": "ωB97M-V/def2-TZVPD",
  "total_charge": 1,
  "e_homo_ev": -12.7,
  "symbols": ["Br", "Cl", "O", "N", "N", "C", "C", "C", "C", "C", "C", "C", "H", "H", "H"],
  "positions_angstrom": [[-3.208, -0.219, -0.096], [5.331, 0.511, -0.246], [1.417, -2.840, -0.020], [2.656, -2.408, 0.072], [2.685, -1.116, 0.117], [-0.518, 0.721, 0.014], [1.411, -0.635, 0.058], [-0.797, -1.715, -0.095], [-1.320, -0.435, -0.053], [0.587, -1.784, -0.031], [3.922, 0.784, 0.252], [0.852, 0.646, 0.063], [-0.990, 1.692, 0.029], [-1.410, -2.597, -0.160], [1.468, 1.529, 0.110]]
}

6.
{
  "formula": "C16H39B5F20N4O2",
  "method": "ωB97M-V/def2-TZVPD",
  "total_charge": -2,
  "e_homo_ev": -3.7,
  "symbols": ["F", "F", "F", "F", "F", "F", "F", "F", "F", "F", "F", "F", "F", "F", "F", "F", "F", "F", "F", "F", "O", "O", "N", "N", "N", "N", "C", "C", "C", "C", "C", "C", "C", "C", "C", "C", "C", "C", "C", "C", "C", "C", "B", "B", "B", "B", "B", "H", "H", "H", "H", "H", "H", "H", "H", "H", "H", "H", "H", "H", "H", "H", "H", "H", "H", "H", "H", "H", "H", "H", "H", "H", "H", "H", "H", "H", "H", "H", "H", "H", "H", "H", "H", "H", "H", "H"],
  "positions_angstrom": [[0.713, 16.621, -7.657], [-4.694, 15.396, -2.590], [0.821, 14.349, -4.688], [0.496, 11.936, -8.725], [-5.515, 13.880, -1.088], [-0.406, 12.427, -4.415], [0.460, 15.026, -9.405], [-5.407, 13.282, -3.252], [-1.043, 10.315, -8.490], [-1.390, 14.518, -4.075], [2.036, 14.775, -7.806], [-1.677, 12.506, -9.121], [-0.119, 14.569, -7.174], [-0.863, 12.130, -6.976], [-5.497, 19.483, -7.646], [-3.411, 19.180, -8.385], [-4.089, 21.304, -7.871], [-6.956, 14.847, -2.609], [0.217, 13.710, -2.605], [-3.725, 19.793, -6.164], [-7.551, 21.786, -1.881], [-1.833, 19.165, -1.940], [-4.842, 16.089, -6.656], [-6.791, 18.889, -1.502], [-0.798, 18.481, -4.919], [-3.628, 15.595, -8.401], [-5.956, 17.969, -0.667], [-5.915, 19.613, -2.458], [-0.626, 19.590, -2.568], [-8.342, 20.885, -1.151], [-0.976, 18.952, -6.373], [-5.735, 16.831, -5.787], [-7.202, 16.634, -6.161], [-4.565, 16.408, -7.922], [-1.994, 17.646, -4.610], [0.476, 17.703, -4.729], [-7.523, 19.789, -0.479], [-3.209, 14.753, -7.393], [-3.946, 15.095, -6.290], [-0.728, 19.730, -4.062], [-3.111, 15.498, -9.744], [-7.773, 18.014, -2.234], [-0.842, 11.690, -8.317], [0.751, 15.265, -8.030], [-5.633, 14.366, -2.401], [-0.223, 13.748, -3.956], [-4.192, 19.955, -7.476], [-5.367, 20.458, -2.048], [0.019, 19.260, -6.702], [-3.871, 14.785, -5.258], [-5.277, 17.415, -1.325], [-2.401, 14.025, -7.461], [-1.595, 20.316, -4.367], [-5.190, 18.877, -2.805], [-5.573, 16.416, -4.788], [0.184, 18.972, -2.174], [-7.528, 17.004, -7.134], [-8.918, 21.412, -0.385], [0.581, 17.349, -3.703], [-2.568, 16.394, -10.044], [-3.941, 15.504, -10.463], [-7.446, 15.570, -6.146], [-8.333, 18.599, -2.957], [-6.721, 20.139, 0.166], [-7.117, 17.328, -2.777], [-6.602, 17.249, -0.175], [-0.361, 20.601, -2.235], [-9.095, 20.332, -1.724], [-5.420, 17.870, -5.684], [-1.957, 17.327, -3.573], [0.160, 20.231, -4.448], [-6.462, 20.025, -3.301], [-5.060, 17.146, -8.530], [-8.109, 22.295, -2.477], [1.364, 18.295, -4.948], [-8.141, 19.057, 0.035], [-2.905, 18.140, -4.939], [0.467, 16.818, -5.372], [-2.569, 14.587, -9.987], [-5.227, 18.522, -0.076], [-7.887, 17.085, -5.438], [-1.224, 18.123, -7.029], [-1.615, 19.819, -6.462], [-1.911, 16.764, -5.250], [-1.982, 19.684, -1.148], [-8.368, 17.436, -1.535]]
}

What is the formula in the fourth record?
C7H12